C11H18 | ωB97M-V/def2-TZVPD

The geometry in XYZ format:
```
29
C11H18 (ωB97M-V/def2-TZVPD)
C -0.68 -1.02 1.44
C -1.83 -0.96 2.24
C -3.08 -1.21 1.66
C -3.12 -1.47 0.29
C -1.98 -1.57 -0.47
C -0.72 -1.42 0.10
C 1.94 1.27 -0.93
C 1.08 1.72 -2.17
C 1.01 0.59 -0.03
C 2.50 2.40 -0.03
C 3.02 0.28 -1.27
H 0.32 -0.81 1.95
H -1.95 -0.57 3.27
H -3.97 -0.97 2.24
H -4.11 -1.60 -0.21
H -2.14 -1.67 -1.57
H 0.19 -1.65 -0.47
H 0.78 1.05 -2.84
H 0.18 2.34 -1.82
H 1.90 2.47 -2.69
H 1.69 -0.02 0.67
H 0.65 1.64 0.63
H -0.22 0.09 -0.48
H 2.96 2.09 0.86
H 1.67 2.95 0.22
H 3.08 3.14 -0.72
H 3.96 0.77 -1.73
H 3.36 -0.50 -0.58
H 2.62 -0.47 -1.85
```

Values from the calculation:
- M: 150.27 g mol⁻¹
- F_max: 8.1 eV/A
- HOMO level: -8.4 eV
- Kohn-Sham gap: 0.337 hartree

C31H40N2O7P4Si2V | ωB97M-V/def2-TZVPD

The geometry in XYZ format:
```
87
C31H40N2O7P4Si2V (ωB97M-V/def2-TZVPD)
V 1.33 0.52 -0.40
C -0.75 -3.29 -3.12
Si -1.70 -2.74 -1.60
C -3.27 -1.89 -2.19
C -2.29 -4.31 -0.73
N -0.73 -1.71 -0.68
P -0.42 -1.32 0.82
C 0.16 0.26 1.22
P -0.94 1.60 1.01
N -1.80 1.95 -0.28
Si -1.58 2.93 -1.65
C -2.84 4.35 -1.53
C -2.05 2.02 -3.21
C 0.06 3.80 -1.85
C -2.25 1.57 2.33
C -3.57 1.91 2.03
C -4.54 1.96 3.04
C -4.19 1.67 4.35
C -2.88 1.32 4.66
C -1.92 1.27 3.66
C -0.02 3.09 1.61
C 1.36 3.12 1.79
C 2.00 4.30 2.13
C 1.28 5.47 2.30
C -0.10 5.46 2.13
C -0.74 4.28 1.79
C -1.82 -1.80 1.92
C -3.13 -1.65 1.48
C -4.20 -1.88 2.34
C -3.97 -2.26 3.65
C -2.66 -2.39 4.11
C -1.60 -2.15 3.26
C 0.84 -2.53 1.43
C 2.16 -2.17 1.70
C 3.11 -3.14 2.01
C 2.76 -4.48 2.06
C 1.44 -4.85 1.81
C 0.50 -3.89 1.49
H -1.40 -3.84 -3.82
H -0.34 -2.42 -3.64
H 0.09 -3.94 -2.84
H -3.61 -2.33 -3.14
H -4.08 -1.98 -1.46
H -3.06 -0.83 -2.36
H -3.11 -4.77 -1.29
H -1.48 -5.05 -0.64
H -2.66 -4.08 0.28
H -3.87 3.96 -1.49
H -2.66 4.93 -0.61
H -2.76 5.03 -2.39
H -2.88 1.34 -3.00
H -2.37 2.72 -4.00
H -1.21 1.43 -3.59
H 0.09 4.71 -1.24
H 0.92 3.19 -1.56
H 0.23 4.08 -2.90
H -3.81 2.13 1.00
H -5.56 2.23 2.79
H -4.95 1.70 5.14
H -2.61 1.09 5.69
H -0.89 0.99 3.88
H 1.93 2.22 1.66
H 3.08 4.31 2.26
H 1.79 6.40 2.56
H -0.68 6.37 2.25
H -1.82 4.26 1.64
H -3.30 -1.33 0.46
H -5.22 -1.74 1.99
H -4.80 -2.44 4.32
H -2.48 -2.66 5.15
H -0.58 -2.23 3.62
H 2.44 -1.13 1.66
H 4.14 -2.84 2.19
H 3.51 -5.23 2.30
H 1.16 -5.90 1.85
H -0.52 -4.18 1.28
O 1.91 -1.67 -1.94
P 1.95 -0.34 -2.84
O 2.02 -0.59 -4.28
O 0.85 0.57 -2.27
O 3.39 0.32 -2.37
P 3.81 1.16 -1.04
O 5.40 0.86 -0.99
O 3.55 2.60 -1.21
O 3.21 0.45 0.18
H 0.99 -1.78 -1.55
H 5.83 1.55 -1.53
```

Values from the calculation:
- Charge: -2
- M: 783.68 g mol⁻¹
- <S²>: 3.7629
- F_max: 1.8 eV/A
- Spin multiplicity: 4
- HOMO level (spin up / spin down): -1.2 / -2.3 eV
- Kohn-Sham gap (spin up / spin down): 0.209 / 0.249 hartree

C4H9NO | ωB97M-V/def2-TZVPD

The geometry in XYZ format:
```
15
C4H9NO (ωB97M-V/def2-TZVPD)
N 1.69 -0.94 -0.30
C 0.54 -0.33 0.42
C 0.43 1.21 0.15
C -1.08 1.03 -0.16
C -0.84 -0.42 -0.33
O -1.88 -1.15 0.12
H 1.90 -1.86 0.26
H 2.57 -0.24 -0.32
H 0.39 -0.64 1.44
H 1.02 1.48 -0.71
H 0.57 1.86 1.04
H -1.80 1.22 0.63
H -1.45 1.58 -1.07
H -0.52 -0.66 -1.36
H -1.54 -2.15 0.18
```

Values from the calculation:
- M: 87.12 g mol⁻¹
- SMILES: N[C@H]1CC[C@@H]1O
- F_max: 5.4 eV/A
- HOMO level: -9.0 eV
- Kohn-Sham gap: 0.360 hartree

C19H16ClPSe5TeW | ωB97M-V/def2-TZVPD

The geometry in XYZ format:
```
44
C19H16ClPSe5TeW (ωB97M-V/def2-TZVPD)
W -0.11 0.28 -0.03
Se 1.01 2.47 -0.02
P -0.99 3.44 -0.01
Se -2.23 1.61 -0.01
C -1.20 4.39 1.49
C -0.22 5.34 1.81
C -0.39 6.11 2.95
C -1.51 5.93 3.75
C -2.47 4.99 3.42
C -2.32 4.21 2.29
C -1.21 4.40 -1.49
C -2.34 4.24 -2.28
C -2.50 5.03 -3.41
C -1.54 5.97 -3.74
C -0.40 6.13 -2.96
C -0.23 5.35 -1.83
H 0.66 5.47 1.20
H 0.36 6.84 3.21
H -1.63 6.54 4.64
H -3.34 4.86 4.05
H -3.07 3.48 2.03
H -3.10 3.51 -2.02
H -3.38 4.92 -4.03
H -1.66 6.58 -4.63
H 0.35 6.86 -3.22
H 0.66 5.46 -1.22
Se 2.31 -0.43 -0.14
Se 3.64 -2.30 -0.21
Te 2.58 -4.50 0.16
Se 0.31 -4.16 0.55
Cl -6.25 -4.58 -0.02
C -4.83 -3.63 -0.02
C -4.25 -3.26 1.19
C -3.11 -2.48 1.19
C -2.54 -2.07 -0.02
C -1.39 -1.23 -0.02
C -3.13 -2.46 -1.24
C -4.27 -3.23 -1.24
H -4.71 -3.58 2.12
H -2.66 -2.19 2.13
H -0.78 -1.20 -1.02
H -0.76 -1.21 0.97
H -2.69 -2.14 -2.18
H -4.74 -3.53 -2.16
```

Values from the calculation:
- Charge: +2
- M: 1017.00 g mol⁻¹
- F_max: 1.8 eV/A
- HOMO level (spin up / spin down): -14.1 / -14.1 eV
- Kohn-Sham gap (spin up / spin down): 0.179 / 0.178 hartree

C4H2N2 | ωB97M-V/def2-TZVPD

The geometry in XYZ format:
```
8
C4H2N2 (ωB97M-V/def2-TZVPD)
C -0.35 0.64 0.49
C -0.28 -0.80 0.21
C -1.29 0.84 1.46
C -1.77 -1.02 1.91
N -0.92 -1.54 1.07
N -2.03 0.24 2.32
H -0.02 1.54 0.00
H 0.36 -1.25 -0.68
```

Values from the calculation:
- M: 78.07 g mol⁻¹
- F_max: 3.4 eV/A
- HOMO level (spin up / spin down): -9.0 / -8.6 eV
- Kohn-Sham gap (spin up / spin down): 0.329 / 0.311 hartree

C14H38O13S4 | ωB97M-V/def2-TZVPD

The geometry in XYZ format:
```
69
C14H38O13S4 (ωB97M-V/def2-TZVPD)
C 1.11 -4.28 -3.15
C 1.27 -5.26 -1.99
O 0.11 -6.05 -1.83
S 0.22 -7.23 -0.70
C -1.36 -7.97 -0.91
O 1.23 -8.17 -1.09
O 0.25 -6.62 0.62
H 0.70 -4.76 -4.04
H 2.04 -3.77 -3.38
H 0.36 -3.59 -2.77
H 2.20 -5.84 -2.03
H 1.43 -4.66 -1.08
H -1.57 -8.39 -1.89
H -2.16 -7.27 -0.68
H -1.41 -8.76 -0.16
C 4.31 5.28 3.33
C 3.94 3.81 3.20
O 2.61 3.71 2.69
S 2.06 2.21 2.46
C 1.42 1.87 4.13
O 1.04 2.28 1.44
O 3.22 1.41 2.18
H 3.70 5.76 4.10
H 4.31 5.78 2.36
H 5.32 5.41 3.73
H 4.68 3.31 2.58
H 4.11 3.39 4.19
H 0.63 2.60 4.24
H 2.28 2.02 4.77
H 0.97 0.88 4.15
C -1.34 -2.92 -0.06
C -0.47 -1.75 -0.49
O 0.90 -2.22 -0.49
S 1.92 -1.32 0.34
C 1.85 0.18 -0.70
O 1.43 -1.08 1.67
O 3.25 -1.90 0.25
H -1.22 -3.77 -0.73
H -2.36 -2.62 0.15
H -0.92 -3.29 0.88
H -0.68 -1.46 -1.52
H -0.74 -0.93 0.17
H 0.83 0.52 -0.78
H 2.32 -0.16 -1.63
H 2.51 0.90 -0.23
C -2.49 1.10 -2.06
C -3.15 2.29 -2.72
O -2.12 3.09 -3.33
S -2.54 4.52 -3.96
C -0.87 4.96 -4.48
O -3.47 4.24 -5.02
O -2.85 5.38 -2.85
H -1.67 0.76 -2.71
H -3.14 0.25 -1.91
H -1.89 1.46 -1.22
H -3.83 2.03 -3.54
H -3.78 2.79 -1.98
H -0.21 4.14 -4.73
H -0.45 5.58 -3.69
H -1.08 5.64 -5.31
C -2.25 1.25 2.33
C -2.62 2.27 3.38
O -3.10 1.77 4.64
H -1.33 0.69 2.52
H -2.13 1.67 1.33
H -3.00 0.45 2.26
H -3.34 2.98 2.97
H -1.72 2.86 3.62
H -3.31 2.56 5.14
```

Values from the calculation:
- M: 542.71 g mol⁻¹
- SMILES: CCOS(C)(=O)=O.CCOS(C)(=O)=O.CCOS(C)(=O)=O.CCOS(C)(=O)=O.CCO
- F_max: 2.2 eV/A
- HOMO level: -10.4 eV
- Kohn-Sham gap: 0.394 hartree